# C4H9NS

One molecule with the formula C4H9NS (wB97M-V/def2-TZVPD, the Open Molecules 2025 dataset).

Last column: Mulliken charge in e.
Geometry (Å):
1 N -0.87 -2.32 0.30  -0.612
2 C -0.70 -0.91 0.46  -0.554
3 C 0.14 -0.21 -0.64  -0.703
4 C 0.31 1.34 -0.62  0.230
5 C 0.89 1.90 0.55  -0.803
6 S -0.86 2.32 0.14  -0.191
7 H -0.02 -2.82 0.21  0.230
8 H -1.44 -2.47 -0.51  0.236
9 H -1.66 -0.47 0.68  0.409
10 H -0.11 -0.76 1.35  0.309
11 H 1.11 -0.70 -0.77  0.251
12 H -0.44 -0.57 -1.51  0.300
13 H 0.85 1.73 -1.48  0.366
14 H 1.62 2.74 0.51  0.299
15 H 1.19 1.19 1.32  0.232

Values from the calculation:
SMILES string	NCC[C@@H]1CS1
energy above the lowest of the compared OMol25 structures with the same formula, charge and spin	1.516	eV
total energy	-610.69800	hartree
gap between HOMO and LUMO	9.801	eV
net charge	0
LUMO	1.0	eV
molar mass	103.19	Da